Here is 2 unconnected molecules or ions with the total composition C8H14N2S in a non-equilibrium geometry from the Open Molecules 2025 dataset. Energies are from the ωB97M-V functional and the def2-TZVPD basis.

## Properties
LUMO energy (alpha / beta) (eV): 0.74 / 0.46
HOMO-LUMO gap (alpha / beta) (eV): 8.22 / 7.96
Charge: 0
Relative energy (zero: lowest compared OMol25 entry of this formula, charge and spin) (kcal per mole): 135.53

Structure (XYZ):
```
25
C8H14N2S, DFT the ωB97M-V functional and the def2-TZVPD basis
C -3.04 1.40 0.48
C -4.35 0.96 0.33
C -2.61 -0.79 -0.24
C -2.13 0.39 0.02
C 0.69 -0.88 -1.36
C 2.31 -0.02 0.47
C 0.24 -1.13 1.27
C 0.80 -0.26 0.14
N 0.38 1.98 -0.57
N 0.02 1.00 0.22
S -4.44 -0.74 -0.05
H -2.91 2.38 0.79
H -5.25 1.30 0.60
H -2.20 -1.69 -0.62
H -0.23 -1.49 -1.41
H 0.69 0.03 -2.04
H 1.55 -1.56 -1.45
H 2.39 0.59 1.37
H 2.82 0.37 -0.42
H 2.87 -0.99 0.75
H -0.80 -1.28 1.19
H 0.75 -2.00 1.41
H 0.54 -0.49 2.13
H 0.11 2.90 -0.31
H 0.91 1.89 -1.33
```

These are the Mulliken partial charges, in e, on atoms 1 to 2: -1.068 -0.335


Here is a gas-phase ion, C8H14N3 (charge +1) in a non-equilibrium geometry from the Open Molecules 2025 dataset. Energies are from the ωB97M-V functional and the def2-TZVPD basis.

## Properties
LUMO energy (eV): -2.89
HOMO-LUMO gap (eV): 10.36
Charge: +1
SMILES: Cc1cn2c([nH+]1)[C@H](C)NCC2
Relative energy (zero: lowest compared OMol25 entry of this formula, charge and spin) (kcal per mole): 54.50

Structure (XYZ):
```
25
C8H14N3, DFT the ωB97M-V functional and the def2-TZVPD basis
C -3.68 -0.50 0.09
C -2.22 -0.02 0.07
C -1.65 1.19 0.05
N -0.28 1.00 -0.15
C -0.06 -0.27 -0.13
N -1.24 -0.94 -0.15
C 1.69 -0.82 -0.39
C 1.88 -2.25 0.25
N 2.43 0.26 0.11
C 2.04 1.56 -0.43
C 0.71 2.04 0.14
H -4.06 -0.95 -0.85
H -3.67 -1.20 1.06
H -4.48 0.23 0.27
H -2.12 2.19 0.25
H -1.16 -1.99 -0.24
H 1.73 -0.94 -1.41
H 2.30 -2.80 -0.61
H 0.85 -2.55 0.45
H 2.67 -2.24 1.11
H 2.26 0.19 1.17
H 2.06 1.51 -1.50
H 2.82 2.26 -0.12
H 0.94 2.13 1.22
H 0.22 2.90 -0.25
```

These are the Mulliken partial charges, in e, on atoms 1 to 2: -1.131 0.344


Here is a single C8H14N4O4S molecule in a non-equilibrium geometry from the Open Molecules 2025 dataset. Energies are from the ωB97M-V functional and the def2-TZVPD basis.

## Properties
LUMO energy (eV): -0.96
HOMO-LUMO gap (eV): 8.76
Charge: 0
SMILES: O=S(=O)(O)CCCCc1nnc(CCO)nn1

Structure (XYZ):
```
31
C8H14N4O4S, DFT the ωB97M-V functional and the def2-TZVPD basis
O 4.05 -0.68 1.46
S 3.86 0.18 0.36
O 4.79 0.04 -0.69
O 3.96 1.68 0.87
C 2.20 -0.04 -0.28
C 2.25 -0.89 -1.55
C 0.91 -1.50 -1.92
C 0.22 -2.25 -0.77
C -0.83 -1.42 -0.12
N -0.60 -1.00 1.11
N -1.52 -0.23 1.66
C -2.58 0.04 0.92
C -3.59 0.95 1.50
C -3.43 2.31 0.83
O -2.07 2.71 1.00
N -2.82 -0.41 -0.29
N -1.90 -1.18 -0.84
H 3.54 1.76 1.74
H 1.82 0.94 -0.51
H 1.64 -0.51 0.52
H 2.55 -0.23 -2.35
H 3.05 -1.62 -1.46
H 0.24 -0.76 -2.34
H 1.11 -2.23 -2.69
H -0.31 -3.07 -1.22
H 0.93 -2.62 -0.04
H -4.59 0.56 1.32
H -3.39 1.09 2.55
H -3.61 2.19 -0.23
H -4.10 3.04 1.28
H -1.78 3.14 0.18
```

These are the Mulliken partial charges, in e, on atoms 1 to 2: -0.632 1.225


Here is a gas-phase ion, C8H14NO2 (charge -1) in a non-equilibrium geometry from the Open Molecules 2025 dataset. Energies are from the ωB97M-V functional and the def2-TZVPD basis.

## Properties
LUMO energy (eV): 3.76
HOMO-LUMO gap (eV): 6.27
Charge: -1
SMILES: CC(C)([O-])[C@H]1C=CCCN1O
Relative energy (zero: lowest compared OMol25 entry of this formula, charge and spin) (kcal per mole): 13.30

Structure (XYZ):
```
25
C8H14NO2, DFT the ωB97M-V functional and the def2-TZVPD basis
C 0.22 -1.65 2.18
C 0.69 -0.51 1.23
C 0.59 0.83 1.96
O 1.87 -0.72 0.73
C -0.53 -0.66 -0.21
C -1.46 0.42 -0.11
C -1.54 1.36 -1.06
C -0.81 1.40 -2.33
C 0.39 0.46 -2.20
N 0.15 -0.80 -1.52
O 1.33 -1.62 -1.44
H 1.26 -1.85 2.76
H -0.06 -2.53 1.68
H -0.45 -1.46 3.05
H 1.35 1.52 1.72
H -0.32 1.34 1.92
H 0.63 0.59 3.09
H -0.95 -1.65 -0.07
H -2.18 0.43 0.72
H -2.31 2.14 -1.01
H -1.53 0.91 -3.10
H -0.33 2.28 -2.71
H 0.97 0.18 -3.12
H 1.34 0.97 -1.63
H 1.67 -1.37 -0.52
```

These are the Mulliken partial charges, in e, on atoms 1 to 2: -1.746 1.916


Here is a gas-phase ion, C8H14NO3 (charge +1) in a non-equilibrium geometry from the Open Molecules 2025 dataset. Energies are from the ωB97M-V functional and the def2-TZVPD basis.

## Properties
LUMO energy (alpha / beta) (eV): -6.14 / -6.14
HOMO-LUMO gap (alpha / beta) (eV): 6.43 / 6.43
Charge: +1
Relative energy (zero: lowest compared OMol25 entry of this formula, charge and spin) (kcal per mole): 133.90

Structure (XYZ):
```
26
C8H14NO3, DFT the ωB97M-V functional and the def2-TZVPD basis
C -1.49 -0.90 1.44
C -0.62 -2.01 2.06
C 0.17 -2.80 1.39
C -0.69 -2.06 3.64
C -0.85 1.70 -2.00
C 1.20 1.94 -0.45
C 1.53 0.91 -2.91
C 0.60 1.15 -1.64
N 0.09 -0.93 -0.21
O 0.83 -3.54 0.87
O -0.93 -0.23 0.39
O 0.73 -0.37 -1.17
H -2.38 -1.31 1.08
H -1.86 -0.19 2.12
H -0.39 -1.08 3.97
H 0.01 -2.82 4.06
H -1.64 -2.29 3.82
H -1.43 0.96 -2.49
H -1.42 2.14 -1.18
H -0.38 2.50 -2.70
H 2.16 1.72 -0.19
H 0.59 1.81 0.42
H 1.16 2.97 -0.85
H 0.85 0.96 -3.73
H 2.25 1.84 -3.00
H 1.91 -0.09 -2.77
```

These are the Mulliken partial charges, in e, on atoms 1 to 2: -0.655 -0.095


Here is a gas-phase ion, C8H14NO4 (charge +1) in a non-equilibrium geometry from the Open Molecules 2025 dataset. Energies are from the ωB97M-V functional and the def2-TZVPD basis.

## Properties
LUMO energy (eV): -3.76
HOMO-LUMO gap (eV): 10.00
Charge: +1
SMILES: C[N+](C)(C)[C@H](C=O)C(O)(C=O)C=O
Relative energy (zero: lowest compared OMol25 entry of this formula, charge and spin) (kcal per mole): 62.72

Structure (XYZ):
```
27
C8H14NO4, DFT the ωB97M-V functional and the def2-TZVPD basis
C -1.25 -0.51 -1.46
N -1.14 -0.35 0.02
C -1.22 -1.62 0.72
C -2.25 0.50 0.50
C 0.22 0.38 0.52
C 0.15 1.91 0.00
O -0.33 2.32 -1.00
C 1.57 0.12 -0.08
O 1.49 0.50 -1.44
C 2.62 0.97 0.66
O 3.39 1.65 0.04
C 2.10 -1.35 0.11
O 1.99 -2.22 -0.70
H -1.48 0.43 -1.89
H -0.39 -0.92 -2.06
H -2.15 -1.17 -1.64
H -1.19 -1.58 1.85
H -2.13 -2.16 0.39
H -0.31 -2.15 0.20
H -2.14 0.87 1.63
H -2.54 1.42 -0.11
H -3.18 -0.11 0.39
H 0.08 0.31 1.54
H 0.80 2.52 0.63
H 2.18 1.01 -1.73
H 2.51 0.82 1.79
H 2.61 -1.58 1.11
```

These are the Mulliken partial charges, in e, on atoms 1 to 2: -0.725 -0.090